DFT (ωB97M-V/def2-TZVPD) results for a 15-piece molecular cluster, C24H74F3N2O15 overall at a distorted geometry.

- charge = +1
- molar mass (g/mol) = 687.85
- F_max (eV/A) = 2.782
- gap between HOMO and LUMO (eV) = 8.529
- spin multiplicity = 1

CARTESIAN COORDINATES (ANGSTROEM)
1 C 0.268 -3.157 2.093
2 N 1.265 -2.280 2.780
3 C 0.700 -0.951 3.130
4 N 0.442 -0.215 1.869
5 C -0.757 0.218 1.533
6 C -2.121 0.114 2.342
7 C -2.779 -1.351 2.255
8 O -4.151 -1.209 2.655
9 C -5.080 -1.468 1.591
10 C -5.997 -0.149 1.466
11 F -6.095 0.563 2.645
12 F -5.371 0.637 0.468
13 F -7.242 -0.578 0.990
14 C -0.523 0.897 0.091
15 C 0.775 0.129 -0.484
16 C 1.561 0.013 0.906
17 H -0.414 -2.605 1.375
18 H -0.406 -3.720 2.827
19 H 0.868 -3.894 1.470
20 H 1.499 -2.790 3.647
21 H 1.506 -0.405 3.732
22 H -0.205 -1.078 3.800
23 H -2.826 0.909 1.922
24 H -1.964 0.320 3.454
25 H -2.275 -2.007 3.047
26 H -2.614 -1.872 1.266
27 H -4.617 -1.602 0.570
28 H -5.710 -2.361 1.916
29 H -0.448 2.033 0.114
30 H -1.349 0.515 -0.601
31 H 1.336 0.803 -1.212
32 H 0.556 -0.858 -1.032
33 H 1.959 1.085 1.058
34 H 2.460 -0.665 0.945
35 C -1.075 -1.099 7.220
36 O -1.027 -1.955 6.084
37 H -0.196 -0.455 7.212
38 H -1.975 -0.480 7.181
39 H -1.075 -1.696 8.134
40 H -1.813 -2.513 6.114
41 C 0.782 -6.993 3.290
42 O 1.252 -6.039 2.345
43 H 0.518 -6.473 4.211
44 H -0.102 -7.500 2.896
45 H 1.567 -7.723 3.501
46 H 1.479 -6.522 1.542
47 C 0.042 -3.428 -2.477
48 O -0.631 -2.180 -2.617
49 H 1.084 -3.240 -2.221
50 H -0.428 -4.011 -1.680
51 H -0.004 -3.978 -3.419
52 H -1.549 -2.377 -2.845
53 C 5.882 -0.151 1.121
54 O 4.803 0.500 0.461
55 H 5.484 -0.970 1.720
56 H 6.581 -0.551 0.382
57 H 6.397 0.556 1.776
58 H 5.179 1.218 -0.059
59 C -6.108 4.322 3.527
60 O -5.264 3.657 2.596
61 H -5.638 5.261 3.816
62 H -7.077 4.531 3.065
63 H -6.245 3.699 4.414
64 H -5.701 2.831 2.355
65 C 1.877 4.141 0.762
66 O 2.552 3.103 0.064
67 H 1.191 3.694 1.484
68 H 2.605 4.761 1.291
69 H 1.311 4.750 0.054
70 H 3.149 3.529 -0.565
71 C -4.043 -3.916 -4.717
72 O -2.908 -3.176 -4.269
73 H -3.788 -4.975 -4.732
74 H -4.880 -3.755 -4.033
75 H -4.317 -3.597 -5.721
76 H -3.160 -2.245 -4.266
77 C 5.405 5.798 -1.087
78 O 4.040 5.604 -1.464
79 H 5.438 6.155 -0.057
80 H 5.948 4.852 -1.158
81 H 5.868 6.541 -1.741
82 H 4.039 5.289 -2.376
83 C -7.372 -4.592 -6.127
84 O -6.165 -4.282 -6.813
85 H -7.123 -4.997 -5.147
86 H -7.970 -3.686 -6.002
87 H -7.938 -5.336 -6.692
88 H -6.410 -3.926 -7.675
89 C -0.543 -5.565 -6.372
90 O 0.588 -4.828 -5.925
91 H -0.286 -6.624 -6.390
92 H -1.381 -5.408 -5.688
93 H -0.820 -5.243 -7.379
94 H 0.335 -3.897 -5.917
95 C 3.841 -5.170 -2.635
96 O 2.484 -5.373 -3.004
97 H 3.874 -4.805 -1.609
98 H 4.388 -6.114 -2.700
99 H 4.298 -4.430 -3.297
100 H 2.480 -5.695 -3.914
101 C 3.386 8.802 0.250
102 O 3.823 8.466 -1.059
103 H 3.142 9.864 0.279
104 H 2.496 8.218 0.502
105 H 4.183 8.595 0.967
106 H 4.032 7.523 -1.054
107 C -1.480 4.414 -2.189
108 O -0.349 5.145 -1.734
109 H -1.225 3.355 -2.216
110 H -2.319 4.566 -1.506
111 H -1.754 4.744 -3.194
112 H -0.599 6.076 -1.719
113 C 7.270 7.144 2.590
114 O 6.194 7.802 1.934
115 H 6.869 6.323 3.183
116 H 7.969 6.747 1.849
117 H 7.787 7.846 3.249
118 H 6.572 8.523 1.417


DFT (ωB97M-V/def2-TZVPD) results for a 14-piece molecular cluster, C24H79N3O14 overall at a distorted geometry.

- relative energy (zero: lowest compared OMol25 entry of this formula, charge and spin) (kcal per mole) = 17.4
- molar mass (g/mol) = 633.90
- F_max (eV/A) = 2.202
- gap between HOMO and LUMO (eV) = 8.999
- spin multiplicity = 1

CARTESIAN COORDINATES (ANGSTROEM)
1 C -1.558 -1.128 -2.309
2 C -1.393 -0.973 -3.802
3 O -0.992 0.371 -4.065
4 H -1.604 -2.159 -1.965
5 H -2.463 -0.594 -2.024
6 H -0.701 -0.680 -1.805
7 H -2.360 -1.229 -4.250
8 H -0.749 -1.745 -4.232
9 H -0.810 0.424 -5.010
10 C 0.615 -4.033 -1.688
11 C 0.877 -4.268 -0.224
12 O 0.531 -5.596 0.100
13 H -0.455 -4.121 -1.893
14 H 1.002 -4.867 -2.283
15 H 1.067 -3.142 -2.122
16 H 0.264 -3.561 0.353
17 H 1.909 -4.074 0.085
18 H 0.230 -5.666 1.008
19 C -1.617 1.037 2.936
20 C -2.744 0.820 3.901
21 O -2.290 1.221 5.190
22 H -0.728 0.422 3.122
23 H -1.107 2.006 2.948
24 H -1.834 0.834 1.885
25 H -3.038 -0.238 3.934
26 H -3.677 1.338 3.649
27 H -2.950 0.927 5.824
28 C 2.656 -0.643 -3.381
29 C 2.631 0.389 -4.528
30 O 3.033 1.642 -4.005
31 H 2.818 -1.698 -3.605
32 H 1.729 -0.486 -2.818
33 H 3.464 -0.421 -2.682
34 H 1.689 0.335 -5.075
35 H 3.397 0.057 -5.234
36 H 2.255 2.177 -3.795
37 C -0.186 4.093 -3.891
38 C -0.300 3.318 -2.574
39 O 0.602 2.233 -2.610
40 H -0.513 3.449 -4.712
41 H 0.846 4.416 -4.017
42 H -0.857 4.949 -4.003
43 H -1.319 2.939 -2.447
44 H -0.026 3.992 -1.760
45 H 0.104 1.489 -2.988
46 C 0.783 -0.963 1.254
47 C 0.742 0.231 0.296
48 O -0.107 1.231 0.869
49 H -0.177 -1.487 1.219
50 H 0.891 -0.619 2.284
51 H 1.546 -1.708 1.034
52 H 0.337 -0.051 -0.674
53 H 1.705 0.688 0.064
54 H 0.418 2.001 1.114
55 C 6.116 2.655 0.171
56 C 5.592 1.797 -0.991
57 C 4.218 1.167 -0.702
58 O 4.153 0.224 0.357
59 C 3.912 0.752 1.651
60 N 5.672 2.395 -2.318
61 H 6.297 2.024 1.044
62 H 5.477 3.486 0.481
63 H 7.090 3.081 -0.079
64 H 6.333 0.992 -1.052
65 H 3.923 0.579 -1.571
66 H 3.497 1.990 -0.619
67 H 4.226 1.783 1.832
68 H 4.421 0.072 2.333
69 H 2.821 0.759 1.748
70 H 6.340 3.152 -2.388
71 H 4.785 2.816 -2.584
72 C -2.469 -2.115 1.064
73 C -3.423 -3.309 1.113
74 C -2.656 -4.578 0.912
75 O -3.612 -5.613 0.743
76 C -3.014 -6.878 0.602
77 N -4.072 -3.292 2.417
78 H -1.910 -2.110 2.009
79 H -3.001 -1.172 1.240
80 H -1.809 -2.000 0.207
81 H -4.179 -3.129 0.339
82 H -2.069 -4.802 1.816
83 H -1.931 -4.549 0.092
84 H -3.706 -7.701 0.827
85 H -2.203 -7.138 1.286
86 H -2.818 -7.090 -0.452
87 H -4.659 -2.473 2.513
88 H -4.661 -4.114 2.499
89 C -2.754 4.960 -0.210
90 C -3.384 3.828 0.597
91 C -4.028 2.772 -0.264
92 O -4.614 1.787 0.536
93 C -4.908 0.569 -0.091
94 N -2.398 3.238 1.547
95 H -3.416 5.157 -1.057
96 H -1.744 4.782 -0.562
97 H -2.891 5.813 0.454
98 H -4.155 4.132 1.313
99 H -3.284 2.384 -0.986
100 H -4.715 3.197 -1.014
101 H -3.998 0.119 -0.497
102 H -5.720 0.542 -0.824
103 H -5.237 -0.061 0.741
104 H -1.735 2.666 1.021
105 H -2.964 2.545 2.034
106 O -0.232 4.857 2.744
107 H -0.936 4.389 2.265
108 H 0.348 4.136 3.023
109 O 1.180 -0.446 5.262
110 H 1.563 -0.282 4.394
111 H 0.687 0.359 5.463
112 O 1.494 2.487 3.069
113 H 1.302 1.716 3.615
114 H 2.394 2.739 3.307
115 O 2.794 -3.493 2.074
116 H 3.198 -3.428 2.947
117 H 1.848 -3.408 2.237
118 O 3.983 -2.927 -0.480
119 H 4.510 -2.255 -0.036
120 H 3.553 -3.416 0.239